Entry 1:
The following is a quantum chemistry calculation of a 2-piece molecular cluster, C12H28BO5 overall, from OMol25.

Positions of all 46 atoms, in Å:
C (-3.90461, 0.45480, 2.00364)
B (-4.17911, 0.79788, 0.38929)
C (-2.98678, 0.14210, -0.59150)
C (-2.85038, 1.15134, -1.90280)
C (-1.81385, 2.40820, -1.52214)
O (-2.46164, 3.62248, -2.03905)
C (-1.87415, 4.85422, -1.49536)
C (-0.71958, 4.97285, -0.33935)
O (-2.37233, 6.03124, -1.96634)
H (-2.77098, 0.67192, 2.30286)
H (-4.55851, 1.24915, 2.60146)
H (-4.25062, -0.63087, 2.29906)
H (-4.06641, 1.98604, 0.29235)
H (-5.26872, 0.51005, 0.03582)
H (-1.92118, 0.15378, -0.05710)
H (-3.24135, -0.97631, -0.89824)
H (-3.89811, 1.53280, -2.28298)
H (-2.36082, 0.53156, -2.79544)
H (-1.70315, 2.36452, -0.35251)
H (-0.79529, 2.13115, -2.02864)
H (-0.28000, 6.07440, -0.20496)
H (0.18620, 4.26717, -0.56952)
H (-1.24747, 4.73564, 0.70489)
C (3.78168, -2.62614, -2.49267)
O (3.57198, -2.13743, -1.17795)
C (2.98819, -0.83400, -1.17158)
C (2.31134, -0.55885, 0.17356)
O (1.02284, -1.17667, 0.29381)
C (1.02803, -2.59846, 0.47689)
C (1.48239, -3.02310, 1.87674)
O (2.90847, -2.97893, 1.97137)
C (3.35680, -2.83604, 3.30809)
H (4.47692, -1.98140, -3.03627)
H (4.20980, -3.62988, -2.42060)
H (2.83033, -2.69788, -3.02892)
H (2.25061, -0.74177, -1.97531)
H (3.79446, -0.11001, -1.33315)
H (2.12315, 0.51898, 0.24215)
H (2.95386, -0.81963, 1.01746)
H (1.60055, -3.09597, -0.30576)
H (-0.01489, -2.90988, 0.35394)
H (1.17228, -4.05456, 2.06889)
H (1.02737, -2.36214, 2.62457)
H (2.98493, -1.89830, 3.73498)
H (4.44905, -2.79886, 3.30297)
H (3.02867, -3.68520, 3.91335)

Summary:
LUMO in eV: 2.540
Multiplicity: 1
Total charge: -1
Frontier orbital gap in eV: 7.17

=====

Entry 2:
The following is a quantum chemistry calculation of one molecule with the formula C3H7NO, from OMol25.

Positions of all 12 atoms, in Å:
C (-0.73072, 1.13357, 0.94668)
C (-0.42152, -1.36133, -0.82365)
N (0.74687, -0.70909, -0.83138)
C (1.26046, 0.04462, 0.12468)
O (0.43731, 0.31192, 1.18317)
H (-1.64574, 0.61364, 0.61371)
H (-0.55499, 1.93882, 0.22190)
H (-0.93345, 1.57452, 1.91720)
H (-0.69076, -1.90785, -1.70649)
H (-0.90374, -1.52404, 0.13010)
H (1.28637, -0.74538, -1.69191)
H (2.14991, 0.63060, -0.08400)

Summary:
LUMO in eV: 0.962
Multiplicity: 1
Energy above the lowest of the compared OMol25 structures with the same formula, charge and spin in kJ/mol: 367.03
Total charge: 0
Frontier orbital gap in eV: 7.53

=====

Entry 3:
The following is a quantum chemistry calculation of one molecule with the formula C13H12OSi, from OMol25.

Positions of all 27 atoms, in Å:
C (1.84722, 2.79093, 0.28825)
C (-3.58635, 1.33903, 0.31038)
C (2.81527, 1.81996, 0.47037)
C (-4.03353, 0.16565, -0.22974)
C (0.55363, 2.44562, -0.09325)
C (-2.26394, 1.72405, 0.21527)
C (2.59551, 0.46875, 0.10864)
C (-3.10753, -0.67162, -0.90318)
C (0.20850, 1.03081, -0.24535)
C (-1.24362, 0.86414, -0.25865)
C (1.28654, 0.09781, -0.30641)
C (-1.75516, -0.27628, -0.91710)
C (2.08497, -3.94567, 0.55021)
O (1.58843, -2.62779, 0.55954)
Si (0.95248, -1.76303, -0.69737)
H (2.23875, 3.80530, 0.32969)
H (-4.22386, 2.11899, 0.71618)
H (3.77404, 2.06406, 1.01372)
H (-5.12135, -0.10101, 0.04594)
H (-0.18540, 3.24875, -0.14719)
H (-2.12419, 2.77783, 0.74743)
H (3.42603, -0.27637, 0.43798)
H (-3.34858, -1.61359, -1.38111)
H (2.20306, -4.34205, -0.59250)
H (1.26903, -4.71330, 1.00209)
H (3.05518, -4.05922, 1.05942)
H (1.09487, -2.37174, -2.08326)

Summary:
LUMO (spin up / spin down) in eV: -0.551 / -0.523
Multiplicity: 1
Energy above the lowest of the compared OMol25 structures with the same formula, charge and spin in kJ/mol: 80.60
Total charge: 0
Frontier orbital gap (spin up / spin down) in eV: 6.75 / 7.13

=====

Entry 4:
The following is a quantum chemistry calculation of a 4-piece molecular cluster, CH10N2O3 overall, from OMol25.

Positions of all 16 atoms, in Å:
H (-0.82062, 2.39310, 0.76974)
N (-0.74245, 1.42416, 0.49066)
C (-1.07133, 0.58922, 1.38967)
N (-1.12391, -0.76790, 1.24831)
H (-1.27482, 0.96837, 2.39769)
H (-0.39978, -1.35512, 0.85599)
H (-1.73321, -1.25311, 1.88219)
O (-0.09725, -0.42079, -1.74366)
H (-0.19624, 0.19535, -0.98222)
H (-1.01646, -0.48867, -2.04353)
O (2.28050, 2.26145, -0.39916)
H (1.61840, 2.48349, -1.05995)
H (3.12378, 2.16104, -0.87470)
O (0.57168, -2.66307, -0.27283)
H (0.59155, -3.51642, -0.71097)
H (0.29014, -2.01109, -0.94723)

Summary:
LUMO in eV: 0.912
Multiplicity: 1
Energy above the lowest of the compared OMol25 structures with the same formula, charge and spin in kJ/mol: 60.24
Total charge: 0
Frontier orbital gap in eV: 10.40

=====

Entry 5:
The following is a quantum chemistry calculation of an isolated ion of composition C7H13NP and charge +1, from OMol25.

Positions of all 22 atoms, in Å:
C (1.87082, 1.86575, 0.14300)
C (1.64662, 0.61164, -0.17607)
C (0.98846, 2.67644, 0.98003)
C (-0.31319, 0.40315, 0.72726)
C (-0.24954, -1.91967, -1.29272)
C (-1.37969, 0.09163, -0.16219)
C (-1.05205, -0.67750, -1.43119)
N (-0.06170, -0.65764, 1.71352)
P (-0.47365, 2.08101, 1.57638)
H (2.86490, 2.35972, 0.04853)
H (1.96671, -0.26975, -0.63866)
H (1.17084, 3.67193, 1.10711)
H (0.90344, -2.02472, -1.12558)
H (-0.31966, -2.54533, -2.15624)
H (-0.71943, -2.42701, -0.42218)
H (-2.28126, -0.50977, 0.33308)
H (-1.79796, 1.10145, -0.56056)
H (-1.90438, -0.83534, -2.01031)
H (-0.47532, 0.00264, -2.16501)
H (-1.00131, -0.93669, 2.00316)
H (0.58544, -0.55856, 2.39721)
H (0.03191, -1.50337, 1.11144)

Summary:
LUMO in eV: -4.405
Multiplicity: 1
Energy above the lowest of the compared OMol25 structures with the same formula, charge and spin in kJ/mol: 271.42
Total charge: +1
Frontier orbital gap in eV: 8.44

=====

Number 1: electronic energy -23807.1198 eV, M 263.2 g/mol. Number 2: electronic energy -6758.9464 eV, M 73.1 g/mol. Number 3: electronic energy -23596.2132 eV, M 212.3 g/mol. Number 4: electronic energy -10321.9526 eV, M 98.1 g/mol. Number 5: electronic energy -18237.0347 eV, M 142.2 g/mol.